Formula: C36H37N4OPS2ScSe2Te
Source: the OMol25 dataset
Level of theory: ωB97M-V with the def2-TZVPD basis set

Computed properties:
F_max (Eh/bohr): 0.006
Total charge: +1
Molecular weight (g/mol): 967.30
Frontier orbital gap (eV): 5.75

Positions of all 85 atoms, in Å:
Sc: -0.71 -0.89 0.97
C: -5.80 -2.09 -1.94
S: -5.10 -0.51 -1.42
C: -3.51 -0.97 -0.88
S: -2.53 0.35 -0.35
N: -3.12 -2.20 -0.94
N: -1.85 -2.37 -0.42
C: -1.22 -3.36 -0.91
C: 0.09 -3.72 -0.37
C: 0.78 -4.80 -0.88
C: 1.98 -5.17 -0.29
C: 2.42 -4.45 0.80
C: 1.68 -3.36 1.23
N: 0.53 -2.98 0.66
H: -6.59 -1.85 -2.65
H: -6.21 -2.63 -1.09
H: -5.04 -2.69 -2.43
H: -1.66 -3.95 -1.70
H: 0.37 -5.35 -1.72
H: 2.55 -6.01 -0.67
H: 3.35 -4.69 1.30
H: 2.02 -2.76 2.06
Se: 1.55 -0.20 2.47
P: 2.43 0.07 0.50
Se: 0.88 -0.03 -1.02
C: 3.26 1.66 0.38
C: 3.92 1.97 -0.82
C: 4.58 3.17 -0.95
C: 4.59 4.08 0.10
C: 3.94 3.78 1.28
C: 3.28 2.57 1.43
C: 3.73 -1.16 0.21
C: 3.82 -1.83 -1.00
C: 4.85 -2.73 -1.22
C: 5.79 -2.97 -0.23
C: 5.70 -2.30 0.99
C: 4.67 -1.40 1.21
H: 3.90 1.26 -1.64
H: 5.09 3.41 -1.88
H: 5.11 5.02 -0.01
H: 3.95 4.49 2.10
H: 2.77 2.34 2.36
H: 3.08 -1.65 -1.77
H: 4.92 -3.24 -2.17
H: 6.60 -3.66 -0.40
H: 6.43 -2.49 1.76
H: 4.60 -0.89 2.16
O: -1.28 1.02 2.13
C: -1.60 1.08 3.52
C: -3.07 0.81 3.78
C: -3.67 -0.35 2.97
C: -3.02 -1.67 3.26
C: -3.72 -2.65 3.95
C: -3.11 -3.84 4.30
C: -1.77 -4.01 3.98
C: -1.14 -3.00 3.28
N: -1.74 -1.87 2.88
H: -1.69 1.74 1.64
H: -1.32 2.07 3.91
H: -0.96 0.35 4.00
H: -3.66 1.71 3.54
H: -3.20 0.64 4.85
H: -3.59 -0.13 1.90
H: -4.73 -0.42 3.20
H: -4.75 -2.46 4.22
H: -3.65 -4.61 4.83
H: -1.22 -4.89 4.26
H: -0.09 -3.09 3.03
C: 0.13 3.36 -3.17
Te: -1.04 1.67 -3.74
C: -2.63 3.08 -3.47
C: -2.02 4.41 -3.83
C: -2.77 5.47 -4.31
C: -2.16 6.67 -4.64
C: -0.79 6.81 -4.49
C: -0.03 5.75 -4.01
C: -0.64 4.55 -3.68
H: 1.14 3.30 -3.57
H: 0.19 3.37 -2.08
H: -2.92 3.05 -2.42
H: -3.49 2.82 -4.08
H: -3.84 5.36 -4.44
H: -2.75 7.49 -5.02
H: -0.31 7.74 -4.76
H: 1.04 5.86 -3.90

Formula: C36H37N7O2SW
Source: the OMol25 dataset
Level of theory: ωB97M-V with the def2-TZVPD basis set

Computed properties:
F_max (Eh/bohr): 0.022
Spin multiplicity: 3
Total charge: +2
Molecular weight (g/mol): 815.65
Frontier orbital gap (alpha / beta) (eV): 6.40 / 6.21

Positions of all 84 atoms, in Å:
W: 0.51 -0.67 0.06
C: 3.04 3.32 1.27
C: 3.31 2.19 2.27
C: 2.48 2.36 3.54
C: 3.19 0.83 1.62
C: 4.18 0.44 0.72
C: 4.24 -0.84 0.20
C: 3.34 -1.82 0.60
C: 3.61 -3.26 0.28
C: 2.26 -1.43 1.43
C: 2.19 -0.10 1.93
H: 3.14 4.29 1.78
H: 2.03 3.25 0.87
H: 3.76 3.31 0.44
H: 4.37 2.26 2.56
H: 1.42 2.36 3.33
H: 2.73 3.31 4.02
H: 2.70 1.57 4.27
H: 4.97 1.14 0.47
H: 5.06 -1.12 -0.45
H: 4.57 -3.55 0.72
H: 3.69 -3.43 -0.80
H: 2.85 -3.93 0.68
H: 1.73 -2.21 1.97
H: 1.50 0.12 2.72
N: -5.53 4.11 -0.85
C: -4.47 3.50 -0.25
C: -4.67 2.62 0.83
C: -3.61 2.00 1.43
C: -2.32 2.23 0.95
C: -2.09 3.11 -0.11
C: -3.16 3.74 -0.71
S: -0.96 1.47 1.69
O: 0.23 1.74 0.87
O: -0.88 1.67 3.10
N: -1.00 -0.14 1.36
C: -1.60 -1.12 2.11
N: -1.01 -2.31 1.91
C: -1.52 -3.34 2.59
C: -2.58 -3.19 3.46
C: -3.11 -1.92 3.58
N: -2.63 -0.88 2.89
H: -6.44 4.07 -0.41
H: -5.38 4.87 -1.49
H: -5.68 2.45 1.19
H: -3.76 1.34 2.28
H: -1.08 3.30 -0.45
H: -3.00 4.44 -1.52
H: -1.05 -4.31 2.43
H: -2.97 -4.03 4.02
H: -3.94 -1.71 4.24
C: -3.41 -1.65 -1.69
C: -3.65 -0.56 -2.52
C: -2.65 0.37 -2.71
C: -1.44 0.23 -2.06
N: -1.23 -0.80 -1.21
C: -2.19 -1.73 -1.06
C: -0.27 1.09 -2.23
C: -0.25 2.17 -3.11
C: 0.90 2.94 -3.25
C: 2.03 2.62 -2.51
C: 2.01 1.55 -1.63
C: 0.87 0.76 -1.47
H: -4.15 -2.42 -1.53
H: -4.61 -0.45 -3.02
H: -2.81 1.21 -3.37
H: -1.97 -2.55 -0.39
H: -1.13 2.42 -3.69
H: 0.91 3.78 -3.93
H: 2.93 3.21 -2.62
H: 2.90 1.34 -1.06
N: 1.99 -1.59 -2.96
C: 1.42 -2.64 -2.34
C: 1.37 -3.88 -3.00
C: 0.88 -4.98 -2.38
C: 0.44 -4.87 -1.05
C: 0.50 -3.65 -0.45
N: 0.95 -2.51 -1.06
H: 2.26 -1.70 -3.93
H: 1.91 -0.66 -2.60
H: 1.73 -3.93 -4.02
H: 0.83 -5.93 -2.89
H: 0.07 -5.73 -0.50
H: 0.19 -3.53 0.57

Formula: C36H37N9O3STc
Source: the OMol25 dataset
Level of theory: ωB97M-V with the def2-TZVPD basis set

Computed properties:
F_max (Eh/bohr): 0.037
Spin multiplicity: 4
Total charge: +4
Molecular weight (g/mol): 773.82
Frontier orbital gap (alpha / beta) (eV): 7.08 / 3.66

Positions of all 87 atoms, in Å:
Tc: 0.24 0.19 -1.09
C: -3.52 -1.48 -2.50
C: -2.13 -0.98 -2.35
N: -1.78 -0.10 -1.45
N: -2.73 0.50 -0.66
C: -2.32 1.34 0.31
N: -3.23 2.03 0.98
S: -0.65 1.50 0.72
C: -1.02 -1.42 -3.22
C: -1.23 -2.18 -4.36
C: -0.14 -2.49 -5.18
C: 1.12 -2.03 -4.83
C: 1.26 -1.27 -3.67
N: 0.22 -0.97 -2.88
H: -3.99 -1.61 -1.52
H: -3.54 -2.44 -3.00
H: -4.12 -0.79 -3.09
H: -3.71 0.34 -0.86
H: -4.22 1.99 0.76
H: -2.95 2.64 1.73
H: -2.21 -2.52 -4.62
H: -0.29 -3.08 -6.07
H: 1.98 -2.24 -5.44
H: 2.22 -0.89 -3.38
C: 0.68 -3.69 1.02
O: 1.96 -2.97 0.92
C: 1.72 -1.86 0.30
N: 0.50 -1.61 -0.06
C: -0.34 -2.77 0.29
C: -1.57 -2.44 1.08
C: -1.55 -1.47 2.08
C: -2.69 -1.23 2.84
C: -3.85 -1.97 2.62
C: -3.86 -2.96 1.63
C: -2.73 -3.18 0.87
C: 2.79 -0.92 -0.08
C: 4.15 -1.03 0.13
C: 4.98 -0.03 -0.36
C: 4.43 1.06 -1.04
C: 3.06 1.10 -1.22
N: 2.27 0.12 -0.74
C: 2.24 2.17 -1.80
N: 0.94 2.02 -1.85
C: 0.37 3.36 -2.08
C: 1.60 4.13 -2.61
O: 2.74 3.31 -2.15
C: -0.83 3.40 -2.99
C: -1.53 4.60 -3.12
C: -2.62 4.68 -3.97
C: -3.03 3.56 -4.69
C: -2.33 2.37 -4.57
C: -1.23 2.29 -3.73
H: 0.46 -3.80 2.09
H: 0.83 -4.66 0.56
H: -0.65 -3.24 -0.65
H: -0.64 -0.92 2.30
H: -2.68 -0.49 3.62
H: -4.73 -1.81 3.22
H: -4.75 -3.56 1.48
H: -2.74 -3.96 0.11
H: 4.55 -1.89 0.66
H: 6.05 -0.08 -0.21
H: 5.05 1.86 -1.43
H: 0.08 3.74 -1.09
H: 1.73 5.12 -2.19
H: 1.66 4.17 -3.70
H: -1.22 5.47 -2.56
H: -3.15 5.61 -4.07
H: -3.88 3.63 -5.35
H: -2.62 1.51 -5.17
H: -0.65 1.37 -3.69
N: 1.81 -0.01 2.73
C: 2.28 0.01 3.79
N: 2.80 0.05 4.99
C: 2.61 1.21 5.85
C: 1.62 0.80 6.98
O: 2.09 -0.35 7.61
C: 2.17 -1.46 6.77
C: 3.22 -1.17 5.67
H: 2.23 2.05 5.28
H: 3.56 1.47 6.31
H: 0.62 0.64 6.54
H: 1.58 1.60 7.72
H: 1.21 -1.68 6.30
H: 2.51 -2.31 7.37
H: 3.29 -1.99 4.96
H: 4.18 -0.99 6.14

Formula: C36H37NOP2Sr
Source: the OMol25 dataset
Level of theory: ωB97M-V with the def2-TZVPD basis set

Computed properties:
F_max (Eh/bohr): 0.061
Total charge: 0
Molecular weight (g/mol): 649.27
Frontier orbital gap (alpha / beta) (eV): 5.13 / 5.05

Positions of all 78 atoms, in Å:
Sr: 0.14 2.26 0.42
C: -1.99 1.29 -3.03
C: -1.87 0.02 -2.62
C: -1.24 -1.09 -3.40
C: 0.20 -0.84 -3.90
C: 1.02 0.11 -3.07
C: 1.06 1.44 -3.23
C: 0.16 2.28 -4.08
C: -1.32 1.83 -4.24
C: 1.42 -0.24 2.89
H: -2.75 1.97 -2.61
H: -2.35 -0.33 -1.70
H: -1.86 -1.37 -4.27
H: -1.22 -1.99 -2.77
H: 0.73 -1.82 -3.92
H: 0.16 -0.50 -4.95
H: 1.73 -0.39 -2.41
H: 2.00 1.96 -2.99
H: 0.58 2.38 -5.09
H: 0.18 3.30 -3.67
H: -1.89 2.73 -4.52
H: -1.39 1.14 -5.09
H: 0.80 0.67 2.97
H: 2.05 -0.27 3.79
H: 0.76 -1.12 2.93
P: -1.53 -0.81 1.09
P: 2.34 -0.24 1.35
C: -0.13 -1.21 0.01
C: 1.23 -0.92 0.08
C: -2.51 -2.31 1.31
C: -2.85 -3.18 0.27
C: -3.65 -4.29 0.53
C: -4.11 -4.55 1.83
C: -3.73 -3.70 2.87
C: -2.93 -2.60 2.63
C: -2.82 0.39 0.49
C: -2.39 1.60 -0.12
C: -3.12 2.79 -0.02
C: -4.42 2.74 0.52
C: -4.97 1.49 0.81
C: -4.20 0.31 0.74
C: 3.83 -1.25 1.53
C: 3.65 -2.56 2.03
C: 4.74 -3.39 2.26
C: 6.03 -2.92 2.01
C: 6.23 -1.63 1.51
C: 5.15 -0.78 1.29
C: 2.75 1.51 0.95
C: 2.89 2.57 1.88
C: 2.74 3.90 1.48
C: 2.49 4.22 0.14
C: 2.47 3.19 -0.81
C: 2.66 1.86 -0.42
H: -0.42 -2.01 -0.70
H: 1.82 -1.41 -0.72
H: -2.53 -2.97 -0.75
H: -3.91 -4.96 -0.28
H: -4.73 -5.42 2.02
H: -4.07 -3.91 3.88
H: -2.65 -1.92 3.44
H: -1.55 1.57 -0.87
H: -2.66 3.73 -0.37
H: -4.98 3.68 0.68
H: -6.03 1.44 1.07
H: -4.68 -0.65 0.95
H: 2.63 -2.93 2.20
H: 4.57 -4.39 2.65
H: 6.88 -3.54 2.28
H: 7.25 -1.28 1.31
H: 5.33 0.23 0.91
H: 3.15 2.39 2.92
H: 2.83 4.70 2.21
H: 2.37 5.26 -0.18
H: 2.19 3.44 -1.83
H: 2.54 1.07 -1.16
O: -1.98 0.74 4.38
C: -1.46 1.41 3.54
N: -0.88 2.09 2.70

Formula: C36H37NP2PtS
Source: the OMol25 dataset
Level of theory: ωB97M-V with the def2-TZVPD basis set

Computed properties:
F_max (Eh/bohr): 0.105
Spin multiplicity: 3
Total charge: 0
Molecular weight (g/mol): 772.79
Frontier orbital gap (alpha / beta) (eV): 6.25 / 5.54

Positions of all 78 atoms, in Å:
Pt: 0.33 -0.09 4.34
C: -2.22 -0.26 6.13
C: -1.92 -0.32 4.77
C: -2.64 0.59 3.78
C: -1.81 1.73 3.14
C: -0.50 1.95 3.85
C: -0.47 2.09 5.27
C: -1.67 2.20 6.16
C: -2.22 0.97 6.92
C: 2.30 -0.01 4.67
H: -2.55 -1.17 6.65
H: -1.80 -1.35 4.37
H: -3.57 0.97 4.22
H: -2.98 -0.07 2.97
H: -1.66 1.44 2.08
H: -2.41 2.66 3.11
H: 0.30 2.42 3.26
H: 0.49 2.39 5.71
H: -2.53 2.68 5.67
H: -1.32 2.89 6.95
H: -1.67 0.88 7.88
H: -3.26 1.17 7.25
H: 2.56 -0.94 5.20
H: 2.48 0.84 5.34
H: 2.83 0.09 3.71
P: -0.18 -1.81 -2.65
P: 1.60 0.36 -2.98
C: -0.98 -0.29 -3.18
C: -0.06 0.60 -3.68
C: -0.68 -3.08 -3.91
C: -1.84 -2.94 -4.68
C: -2.28 -3.99 -5.49
C: -1.53 -5.17 -5.60
C: -0.31 -5.26 -4.94
C: 0.13 -4.23 -4.10
C: -1.05 -2.14 -1.09
C: -0.73 -1.28 -0.01
C: -1.42 -1.40 1.19
C: -2.42 -2.36 1.33
C: -2.73 -3.22 0.27
C: -2.05 -3.11 -0.95
C: 2.59 0.93 -4.46
C: 2.50 0.10 -5.59
C: 2.89 0.59 -6.84
C: 3.45 1.87 -6.95
C: 3.67 2.64 -5.79
C: 3.26 2.16 -4.55
C: 1.83 1.75 -1.81
C: 3.03 1.81 -1.07
C: 3.36 2.98 -0.39
C: 2.46 4.06 -0.38
C: 1.21 3.93 -0.99
C: 0.88 2.76 -1.68
H: -2.06 -0.15 -3.11
H: -0.22 1.31 -4.51
H: -2.41 -2.02 -4.63
H: -3.23 -3.90 -6.03
H: -1.89 -5.99 -6.22
H: 0.30 -6.16 -5.07
H: 1.08 -4.31 -3.59
H: 0.05 -0.52 -0.15
H: -1.14 -0.75 2.03
H: -2.94 -2.47 2.28
H: -3.49 -3.99 0.39
H: -2.31 -3.76 -1.79
H: 2.08 -0.90 -5.49
H: 2.74 -0.02 -7.73
H: 3.72 2.27 -7.93
H: 4.13 3.62 -5.87
H: 3.42 2.75 -3.65
H: 3.72 0.96 -1.07
H: 4.33 3.08 0.11
H: 2.75 5.00 0.09
H: 0.51 4.77 -0.96
H: -0.10 2.66 -2.15
S: 1.22 -0.58 8.92
C: 0.70 -0.46 7.42
N: 0.34 -0.45 6.27

Formula: C36H37NP2SeW
Source: the OMol25 dataset
Level of theory: ωB97M-V with the def2-TZVPD basis set

Computed properties:
F_max (Eh/bohr): 0.068
Spin multiplicity: 3
Total charge: +2
Molecular weight (g/mol): 808.45
Frontier orbital gap (alpha / beta) (eV): 5.69 / 5.01

Positions of all 78 atoms, in Å:
W: -0.79 0.81 1.75
C: -1.80 1.05 -2.78
C: -1.82 -0.28 -2.54
C: -1.25 -1.31 -3.47
C: 0.17 -1.03 -4.05
C: 1.09 -0.10 -3.30
C: 1.11 1.24 -3.39
C: 0.14 2.10 -4.13
C: -1.34 1.65 -4.07
C: 1.39 0.57 3.12
H: -2.28 1.75 -2.09
H: -2.42 -0.69 -1.72
H: -1.91 -1.45 -4.34
H: -1.22 -2.28 -2.95
H: 0.69 -2.00 -4.09
H: 0.06 -0.71 -5.09
H: 1.90 -0.62 -2.79
H: 1.99 1.79 -3.04
H: 0.42 2.22 -5.19
H: 0.21 3.12 -3.71
H: -1.94 2.55 -4.23
H: -1.53 0.98 -4.92
H: 0.58 1.29 3.43
H: 2.33 1.02 3.46
H: 1.23 -0.39 3.62
P: -1.36 -1.20 0.86
P: 1.62 0.30 1.28
C: -0.02 -1.47 -0.29
C: 1.12 -0.73 -0.19
C: -2.42 -2.61 1.20
C: -2.89 -3.47 0.18
C: -3.74 -4.52 0.51
C: -4.15 -4.72 1.84
C: -3.68 -3.87 2.84
C: -2.84 -2.81 2.54
C: -2.27 0.42 0.35
C: -1.59 1.78 0.14
C: -2.34 2.91 0.61
C: -3.72 2.80 0.71
C: -4.37 1.58 0.54
C: -3.68 0.39 0.39
C: 3.14 -0.77 1.51
C: 2.90 -2.06 2.00
C: 3.97 -2.94 2.22
C: 5.28 -2.54 1.94
C: 5.50 -1.27 1.41
C: 4.44 -0.38 1.19
C: 2.37 1.90 0.73
C: 2.60 3.01 1.58
C: 3.03 4.22 1.05
C: 3.22 4.38 -0.33
C: 3.03 3.28 -1.17
C: 2.67 2.04 -0.63
H: -0.11 -2.35 -0.93
H: 1.93 -0.94 -0.89
H: -2.58 -3.29 -0.85
H: -4.10 -5.20 -0.26
H: -4.82 -5.54 2.09
H: -3.99 -4.04 3.88
H: -2.49 -2.13 3.32
H: -0.90 1.84 -0.70
H: -1.83 3.85 0.81
H: -4.33 3.69 0.90
H: -5.46 1.56 0.49
H: -4.19 -0.58 0.30
H: 1.88 -2.40 2.19
H: 3.78 -3.94 2.59
H: 6.11 -3.23 2.12
H: 6.51 -0.96 1.16
H: 4.63 0.60 0.76
H: 2.43 2.92 2.65
H: 3.23 5.07 1.72
H: 3.53 5.34 -0.74
H: 3.17 3.39 -2.24
H: 2.58 1.17 -1.28
Se: -2.43 -0.43 6.19
C: -1.88 0.13 4.66
N: -1.50 0.48 3.56